DFT (ωB97M-V/def2-TZVPD) results for the molecule C27H32N4O5S in a non-equilibrium geometry.

```
69
Properties=species:S:1:pos:R:3:forces:R:3:nbo_charge:R:1
C -2.7551 -0.2546 2.0786 -0.17 -0.23 0.09 -0.268
O -1.9764 0.4343 1.1289 0.22 0.41 -0.22 -0.521
C -1.8430 1.7937 1.2460 -0.07 -0.12 -0.11 0.209
C -2.2152 2.4987 2.3844 -0.02 -0.19 0.01 -0.287
C -1.9898 3.8577 2.5072 0.02 0.09 -0.13 -0.167
C -1.3953 4.5624 1.4748 -0.23 0.05 -0.07 -0.045
C -0.9868 6.0000 1.6385 0.19 -0.17 0.12 -0.432
C 0.3722 6.0581 2.3714 -0.10 0.25 0.13 -0.218
N 1.2738 5.0625 1.8390 0.29 0.25 -0.21 -0.612
C 1.3941 3.8617 2.4721 0.21 0.17 0.02 0.674
O 1.1866 3.7259 3.6623 -0.10 -0.13 0.10 -0.619
C 1.7554 2.7117 1.5922 0.05 -0.50 -0.04 -0.121
C 2.4266 2.8214 0.3787 -0.05 0.09 0.10 -0.212
C 2.5901 1.7000 -0.4136 -0.01 0.06 0.04 -0.188
C 2.0881 0.4701 -0.0264 0.05 -0.16 -0.10 -0.248
C 1.4352 0.3488 1.1957 0.18 0.33 -0.21 0.225
N 0.9243 -0.8632 1.6762 -0.02 0.13 0.41 -0.614
C 0.7097 -2.0222 1.0016 -0.09 -0.03 0.52 0.698
O 0.9376 -2.1782 -0.1787 0.04 0.21 -0.24 -0.632
C 0.1884 -3.1271 1.9193 0.03 -0.19 -0.23 -0.507
C -0.4615 -4.2785 1.1551 -0.09 0.13 0.01 -0.449
S 0.6374 -5.0708 -0.0265 0.03 -0.33 -0.12 0.234
C -0.3607 -4.4313 -1.3531 0.10 -0.45 0.91 0.425
N 0.0091 -4.6064 -2.6078 -0.08 -0.10 -0.13 -0.405
C 1.3384 -5.0399 -2.9703 0.54 0.05 0.13 -0.209
C 2.2042 -3.8121 -3.2566 -0.04 -0.17 -0.21 -0.416
C 1.5635 -2.9832 -4.3676 0.00 0.17 0.23 -0.398
C 0.1365 -2.6063 -3.9747 0.01 -0.23 -0.18 -0.413
C -0.6682 -3.8667 -3.6558 -0.37 0.45 -0.21 -0.222
N -1.4661 -3.8518 -1.0068 -0.66 0.40 -1.15 -0.623
C -1.6527 -3.7244 0.3147 0.60 -0.47 0.66 0.685
O -2.5956 -3.2112 0.8699 -0.20 0.08 0.14 -0.605
C 1.2883 1.4710 2.0015 0.11 0.06 -0.05 -0.221
C -1.0668 3.8721 0.3175 -0.23 -0.25 0.05 -0.273
C -1.2738 2.5046 0.1741 -0.05 0.10 -0.10 0.333
O -0.8483 2.0015 -1.0199 0.06 0.28 0.36 -0.519
C -1.1980 0.6978 -1.4353 -0.08 -0.41 -0.24 -0.242
H -2.8342 -1.2752 1.7044 -0.02 0.13 0.14 0.244
H -2.2798 -0.2570 3.0666 -0.01 0.04 0.01 0.157
H -3.7567 0.1767 2.1643 0.03 0.05 0.03 0.179
H -2.6669 1.9753 3.2118 -0.04 -0.11 0.05 0.220
H -2.2639 4.3600 3.4219 -0.02 0.07 0.14 0.204
H -1.7249 6.5540 2.2189 -0.02 0.08 -0.05 0.221
H -0.8900 6.4711 0.6583 -0.06 0.05 -0.01 0.203
H 0.8171 7.0523 2.2747 -0.06 -0.05 0.11 0.197
H 0.2438 5.8219 3.4296 0.03 0.11 -0.12 0.234
H 1.3421 5.0513 0.8321 -0.02 -0.16 0.11 0.387
H 2.8399 3.7664 0.0581 0.02 0.11 -0.04 0.209
H 3.1098 1.7827 -1.3564 0.05 0.00 -0.07 0.215
H 2.1999 -0.3899 -0.6648 0.01 -0.03 -0.01 0.246
H 0.6018 -0.8183 2.6332 0.00 -0.14 -0.17 0.402
H -0.5641 -2.7159 2.5966 0.05 0.00 0.04 0.242
H 1.0308 -3.4967 2.5121 -0.07 0.08 0.04 0.239
H -0.8273 -5.0281 1.8607 -0.04 0.14 -0.10 0.253
H 1.7602 -5.6373 -2.1605 -0.03 -0.06 -0.15 0.221
H 1.2571 -5.6658 -3.8649 0.02 -0.03 0.10 0.201
H 3.2093 -4.1271 -3.5384 0.06 -0.01 0.03 0.213
H 2.2670 -3.2151 -2.3451 0.06 0.00 0.08 0.224
H 2.1512 -2.0817 -4.5457 0.03 -0.01 -0.08 0.215
H 1.5485 -3.5630 -5.2944 0.03 0.01 -0.08 0.192
H -0.3512 -2.0541 -4.7785 -0.05 0.05 0.01 0.215
H 0.1565 -1.9776 -3.0828 -0.05 0.08 0.05 0.219
H -1.6673 -3.6142 -3.3026 0.08 -0.11 -0.11 0.253
H -0.7380 -4.5126 -4.5363 -0.03 0.01 0.03 0.193
H 0.7845 1.4077 2.9554 -0.09 0.01 0.10 0.234
H -0.6257 4.3839 -0.5256 0.07 0.07 -0.12 0.214
H -2.2753 0.5302 -1.3831 0.04 0.01 -0.01 0.183
H -0.8729 0.6395 -2.4745 -0.02 -0.03 0.04 0.181
H -0.6876 -0.0695 -0.8520 -0.04 0.03 -0.07 0.195
```
Forces are in eV/Å.

For the lowest unoccupied orbital energy, the calculation gives 0.0166 Ha. The energy above the lowest of the compared OMol25 structures with the same formula, charge and spin is 3.2 kcal per mole. Its frontier orbital gap is 8.21 eV. The HOMO energy comes out at -0.2851 Eh. As for the largest force on an atom: 1.38 eV/A. Its total charge is 0.



DFT (ωB97M-V/def2-TZVPD) results for a structure of composition C27H33B2F5N10O4PSr.

```
83
Properties=species:S:1:pos:R:3:forces:R:3:mulliken_charge:R:1
Sr -0.3427 -0.7361 0.2825 -0.22 0.56 0.39 2.291
C -2.7447 -4.7699 -0.6625 -0.04 -0.01 0.03 -1.697
C -1.9601 -3.5130 -0.8567 -0.02 -0.03 0.03 0.410
N -0.8610 -3.2359 -0.2609 0.08 0.09 -0.23 0.200
O -0.4138 -4.1120 0.6474 0.01 0.05 0.18 -0.570
B 1.1126 -4.2058 0.7338 0.02 0.05 -0.05 0.684
F 1.5467 -4.7852 -0.4522 -0.01 -0.02 -0.02 -0.345
F 1.3536 -4.9274 1.8672 0.03 -0.04 -0.03 -0.341
O 1.8262 -2.8880 0.9140 -0.07 -0.15 -0.04 -0.657
N 1.7072 -2.0140 -0.1318 -0.01 -0.10 -0.03 0.623
C 2.5340 -2.0154 -1.0948 -0.01 0.09 0.00 -0.222
C 3.7083 -2.9180 -1.2466 0.01 -0.02 -0.01 -1.959
C 2.1979 -0.9680 -2.1316 0.10 -0.02 -0.08 0.194
N 1.2726 -0.1375 -1.8231 0.10 -0.11 0.01 1.249
O 0.9616 0.7458 -2.8536 -0.09 -0.01 -0.03 -0.553
B -1.2626 -0.5831 -3.9090 -0.51 -0.45 -0.24 0.390
F -1.4445 0.2117 -4.9419 0.18 0.13 0.01 -0.162
F -0.4308 -1.6101 -3.9974 0.21 0.08 0.08 -0.185
O -2.1530 -0.4651 -2.8706 0.15 0.03 0.16 -0.337
N -1.9176 -1.3274 -1.7690 0.08 -0.11 0.03 0.091
C -2.3506 -2.5241 -1.9087 -0.05 -0.02 -0.15 0.474
C -3.1501 -3.0414 -3.0592 -0.03 0.02 0.01 -1.728
C 2.9035 -0.9544 -3.4476 -0.03 -0.04 -0.02 -1.557
H -2.3805 -5.2942 0.2156 0.01 0.01 -0.01 0.426
H -3.8078 -4.5569 -0.5437 0.00 0.01 0.01 0.419
H -2.6342 -5.4322 -1.5233 0.01 0.01 -0.01 0.356
H 3.8258 -3.5102 -0.3443 0.00 0.00 0.00 0.370
H 3.5595 -3.6000 -2.0850 -0.01 0.00 0.01 0.311
H 4.6154 -2.3414 -1.4351 0.00 0.01 0.01 0.561
H -3.4083 -2.2693 -3.7756 0.02 0.02 0.01 0.342
H -2.5971 -3.8392 -3.5577 0.02 0.02 -0.02 0.341
H -4.0729 -3.4819 -2.6802 0.01 -0.02 0.01 0.502
H 3.8452 -1.4922 -3.3993 0.01 0.00 0.00 0.489
H 2.2747 -1.4364 -4.2002 -0.01 0.01 0.01 0.234
H 3.0717 0.0680 -3.7799 0.00 0.01 0.01 0.303
C -2.3048 3.7412 3.9345 0.00 -0.01 -0.02 -0.796
N -2.2601 2.9414 2.7166 0.00 0.00 0.00 0.198
C -3.0680 3.1190 1.6320 0.01 0.00 0.03 -0.599
C -2.7009 2.1666 0.7249 -0.02 0.02 -0.03 -0.905
N -1.6844 1.4132 1.2347 0.07 -0.02 -0.02 0.767
C -1.4307 1.8966 2.4422 -0.04 -0.04 -0.01 -0.575
P -0.2002 1.3419 3.6608 0.02 0.01 0.07 -0.428
C 1.3144 1.3654 2.6502 0.04 0.03 -0.05 -0.417
N 1.4673 0.9510 1.4018 -0.18 -0.17 0.08 1.075
C 2.7700 1.1813 1.0754 0.04 0.01 -0.03 -0.834
C 3.4162 1.7477 2.1365 -0.01 0.00 0.02 -0.873
N 2.4872 1.8647 3.1304 -0.01 0.00 0.00 0.208
C 2.7485 2.3962 4.4612 0.00 0.00 -0.02 -0.788
C -0.5734 -0.4371 3.7700 -0.16 0.06 -0.03 0.021
N -1.0235 -1.2395 2.8150 0.20 0.02 -0.09 0.102
C -1.1990 -2.4651 3.3906 0.06 -0.04 0.01 -0.841
C -0.8613 -2.4008 4.7111 0.04 0.04 0.01 -0.502
N -0.4729 -1.1122 4.9461 0.01 -0.02 -0.01 0.236
C 0.0061 -0.6009 6.2221 -0.01 -0.01 -0.01 -0.809
H -3.0724 4.5000 3.8137 0.00 0.00 0.01 0.313
H -1.3482 4.2297 4.1051 0.00 0.00 0.01 0.304
H -2.5530 3.1185 4.7910 0.00 0.01 0.01 0.321
H -3.8158 3.8920 1.6041 -0.01 -0.01 -0.02 0.427
H -3.1125 1.9851 -0.2544 0.00 0.00 0.00 0.610
H 3.1648 0.9274 0.1061 0.00 -0.01 0.00 0.503
H 4.4335 2.0704 2.2736 0.00 -0.01 -0.02 0.442
H 3.7355 2.8499 4.4596 0.00 0.01 0.01 0.315
H 2.7284 1.6009 5.2042 0.00 0.00 0.01 0.272
H 2.0114 3.1525 4.7188 0.00 -0.01 0.01 0.324
H -1.5101 -3.3230 2.8191 -0.01 0.00 0.01 0.582
H -0.8427 -3.1450 5.4877 -0.02 -0.02 -0.02 0.417
H -0.1131 -1.3812 6.9681 -0.01 0.01 0.01 0.320
H -0.5699 0.2709 6.5240 0.01 0.01 0.00 0.336
H 1.0609 -0.3391 6.1583 0.00 0.00 0.01 0.270
F -0.4708 5.6210 -6.3649 0.00 0.00 0.01 -0.320
C -0.2925 4.7295 -5.3780 0.00 0.00 -0.01 0.374
C -1.3573 3.9384 -4.9960 0.02 0.01 0.01 -0.904
C -1.1588 3.0199 -3.9766 -0.05 0.05 0.04 0.063
C 0.0775 2.9024 -3.3540 0.00 0.00 -0.01 -0.281
C 0.2958 1.8911 -2.2757 0.03 -0.01 0.06 0.057
C 1.1260 3.7221 -3.7620 0.02 0.01 -0.01 -0.348
C 0.9514 4.6430 -4.7800 -0.02 0.00 0.00 -0.718
H -2.3108 4.0471 -5.4933 0.00 -0.01 0.00 0.455
H -1.9799 2.3849 -3.6648 0.02 0.04 0.00 0.385
H -0.6593 1.5675 -1.8465 -0.01 0.02 0.00 -0.082
H 0.9267 2.2809 -1.4741 0.00 0.02 0.00 0.501
H 2.0911 3.6412 -3.2758 0.00 -0.01 0.00 0.425
H 1.7497 5.2918 -5.1123 0.01 -0.01 0.01 0.451
```
Forces are in eV/Å.

For the lowest unoccupied orbital energy, the calculation gives -0.0826 Ha. The energy above the lowest of the compared OMol25 structures with the same formula, charge and spin is 0.5 kcal per mole. Its frontier orbital gap is 9.06 eV. The HOMO energy comes out at -0.4154 Eh. As for the largest force on an atom: 0.72 eV/A. Its total charge is +1.